[1]
DFT (ωB97M-V/def2-TZVPD) results for a molecular structure, C12H21Br3N6O12 at a distorted geometry.

For the energy above the lowest of the compared OMol25 structures with the same formula, charge and spin, the calculation gives 0.0 kcal per mole. The LUMO energy comes out at -0.54 eV. The value obtained for the gap between HOMO and LUMO is 9.64 eV. The value obtained for the energy is -9422.73448 hartree.

```
54
C12H21Br3N6O12, DFT ωB97M-V/def2-TZVPD
Br 7.54 -8.29 -11.76
Br 10.13 -7.00 -10.49
Br 7.41 -7.09 -8.82
O 11.06 -13.94 -11.59
O 6.05 -10.18 -4.61
O 3.91 -13.69 -11.62
O 5.65 -12.29 -4.42
O 6.04 -13.47 -11.52
O 10.12 -15.06 -10.02
O 13.18 -15.50 -6.97
O 14.23 -10.80 -9.04
O 8.93 -11.23 -9.38
O 14.07 -11.82 -10.92
O 13.26 -13.68 -8.11
O 10.16 -12.12 -7.86
N 12.97 -14.32 -7.12
N 13.59 -11.27 -9.95
N 9.19 -12.10 -8.58
N 11.05 -14.84 -10.78
N 5.03 -13.79 -12.10
N 5.77 -11.27 -5.06
C 5.00 -12.51 -7.06
C 5.80 -10.25 -7.30
C 4.90 -11.38 -9.20
C 12.24 -13.65 -6.02
C 12.30 -15.64 -10.59
C 8.23 -13.24 -8.50
C 5.56 -11.37 -6.51
C 8.50 -8.02 -10.10
C 4.66 -12.49 -8.41
C 5.46 -10.24 -8.64
C 12.11 -11.19 -9.88
C 5.12 -14.36 -13.47
H 11.82 -12.67 -6.23
H 11.77 -12.19 -10.14
H 8.86 -8.92 -9.63
H 4.24 -14.97 -13.60
H 12.83 -15.09 -9.81
H 11.77 -10.78 -8.95
H 11.78 -10.58 -10.72
H 4.75 -13.36 -6.43
H 6.26 -9.38 -6.85
H 12.00 -16.61 -10.22
H 4.76 -11.52 -10.26
H 11.50 -14.37 -5.70
H 7.37 -12.80 -8.01
H 12.86 -15.57 -11.51
H 8.70 -14.05 -7.96
H 7.96 -13.53 -9.51
H 5.78 -9.45 -9.31
H 6.00 -15.00 -13.49
H 4.26 -13.40 -8.84
H 5.11 -13.52 -14.17
H 12.96 -13.59 -5.20
```

=====

[2]
DFT (ωB97M-V/def2-TZVPD) results for 2 unconnected molecules or ions with the total composition C12H21BrClFN4O3PS at a distorted geometry.

The net charge is +1. The LUMO energy comes out at -4.51 eV. The value obtained for the gap between HOMO and LUMO is 6.93 eV. The value obtained for the energy is -4787.55126 hartree.

```
45
C12H21BrClFN4O3PS, DFT ωB97M-V/def2-TZVPD
Br -0.39 -4.48 -5.61
Cl -4.07 -3.23 -2.57
S 1.84 3.77 2.43
P -3.25 -1.27 -2.16
F 0.78 -1.35 1.51
O 0.38 3.49 2.22
O 1.65 -4.07 -3.53
O -3.28 -0.49 -3.75
N -3.88 2.23 0.92
N 4.52 -1.02 0.25
N 0.25 -1.44 0.27
N -0.15 -1.78 -2.20
C 3.29 -0.81 -0.35
C 2.75 2.31 1.88
C -1.90 0.69 1.79
C 2.18 3.54 4.20
C 0.57 -3.50 -4.10
C -1.46 -1.46 -1.51
C -2.30 -0.84 1.29
C 0.87 -1.73 -1.09
C -1.24 -1.23 0.09
C 2.48 -1.98 -1.23
C -0.04 -2.02 -3.69
C -2.42 1.86 0.75
H -4.03 -0.98 -4.22
H 1.81 2.57 4.53
H -2.18 -1.65 2.13
H -1.80 2.86 0.94
H -4.21 2.10 1.91
H -0.71 0.75 1.79
H 0.51 -1.12 -4.25
H -3.37 -0.80 0.81
H 2.87 -1.98 -2.34
H 4.79 -0.15 0.76
H 1.67 4.33 4.75
H 2.35 1.41 2.35
H 2.77 0.23 -0.19
H 3.81 2.42 2.13
H -1.15 -2.00 -4.12
H 3.26 3.62 4.37
H 2.64 2.22 0.80
H -4.43 1.64 0.25
H -2.14 1.53 -0.36
H 2.72 -3.01 -0.69
H -2.31 0.84 2.88
```

=====

[3]
DFT (ωB97M-V/def2-TZVPD) results for 2 unconnected molecules or ions with the total composition C12H21BrF8O2PS at a distorted geometry.

The net charge is -1. The LUMO energy comes out at 2.23 eV. The value obtained for the gap between HOMO and LUMO is 6.53 eV. The value obtained for the energy is -4732.84666 hartree.

```
46
C12H21BrF8O2PS, DFT ωB97M-V/def2-TZVPD
Br -0.63 -3.32 0.34
S -3.06 1.15 2.01
P 0.73 -1.45 -0.61
F 6.40 -1.97 -0.98
F 4.86 -4.38 -2.18
F 0.54 2.19 -1.30
F 0.42 1.19 -3.22
F 4.94 -3.25 0.03
F 3.61 -2.76 -2.85
F -1.09 2.63 -2.65
F 5.72 -2.72 -3.25
O -3.66 -0.06 1.53
O -1.66 1.22 2.32
C -0.31 1.60 -2.17
C 2.11 -2.00 0.58
C 5.06 -2.31 -0.97
C -1.17 0.52 -1.54
C -4.64 3.08 2.96
C 3.35 -1.10 0.57
C -3.50 2.49 0.89
C -0.71 -0.92 -1.75
C 4.80 -3.06 -2.33
C 4.21 -1.07 -0.71
C -4.02 1.75 3.41
C -4.81 3.02 1.44
H -3.56 2.08 -0.12
H -3.36 1.84 4.26
H 1.18 -2.38 -1.63
H -1.24 0.74 -0.46
H 4.01 -1.37 1.41
H -5.62 2.33 1.19
H -5.58 3.27 3.47
H 2.35 -3.05 0.39
H 3.02 -0.07 0.75
H 0.16 -0.62 0.44
H -4.78 0.99 3.61
H -0.36 -1.07 -2.78
H -2.18 0.66 -1.95
H -1.56 -1.59 -1.59
H -3.96 3.90 3.22
H 3.59 -0.83 -1.57
H 1.67 -1.95 1.58
H 1.52 -0.34 -1.13
H -2.70 3.23 0.94
H 4.94 -0.26 -0.60
H -5.06 3.99 1.02
```

=====

[4]
DFT (ωB97M-V/def2-TZVPD) results for a molecular structure, C12H21CrF6N6O4S2.

The net charge is -1. Its spin multiplicity is 5. The LUMO energy (alpha / beta) comes out at 2.52 / 1.94 eV. The value obtained for the gap between HOMO and LUMO (alpha / beta) is 7.77 / 7.83 eV. The value obtained for the energy is -3539.39560 hartree.

```
52
C12H21CrF6N6O4S2, DFT ωB97M-V/def2-TZVPD
Cr -0.78 0.15 0.56
S -0.22 0.98 3.32
S -1.02 3.59 0.49
F -2.99 3.48 -1.30
F -2.83 0.63 3.67
F -3.46 2.56 0.60
F -3.40 4.72 0.42
F -1.63 -0.57 5.02
F -1.83 1.56 5.35
O -0.28 -0.33 2.52
O -0.69 2.19 0.14
O -0.48 4.56 -0.43
O 0.88 0.99 4.30
N -1.73 -0.86 -0.39
N 2.86 -1.45 -1.28
N 3.21 0.96 -1.32
N 1.38 0.02 -0.01
N -0.85 3.94 1.97
N 3.70 -0.31 0.70
C -2.46 -1.78 -1.24
C 2.32 -0.10 1.14
C -1.71 0.62 4.41
C 3.74 -1.52 -0.11
C 4.08 0.82 -0.15
C -1.96 -3.20 -0.98
C -2.82 3.58 0.02
C 1.84 1.16 -0.85
C -2.23 -1.41 -2.70
C 3.27 -0.29 -2.08
C 1.50 -1.22 -0.82
C -3.94 -1.67 -0.89
H -4.53 -2.37 -1.49
H -0.92 -3.31 -1.28
H -1.18 -1.51 -2.97
H -2.53 -0.37 -2.88
H 2.26 0.81 1.74
H 1.78 2.07 -0.26
H 4.29 -0.44 -2.43
H 0.83 -1.13 -1.67
H 2.61 -0.21 -2.95
H 2.00 -0.93 1.77
H 1.17 1.25 -1.70
H -4.10 -1.89 0.16
H 4.03 1.74 0.44
H 1.17 -2.06 -0.21
H 5.11 0.68 -0.49
H 3.44 -2.37 0.51
H -4.30 -0.66 -1.08
H -2.81 -2.06 -3.37
H -2.03 -3.44 0.09
H -2.55 -3.93 -1.53
H 4.77 -1.68 -0.45
```

=====

[5]
DFT (ωB97M-V/def2-TZVPD) results for 3 unconnected molecules or ions with the total composition C12H21N3 at a distorted geometry.

For the energy above the lowest of the compared OMol25 structures with the same formula, charge and spin, the calculation gives 26.5 kcal per mole. Its SMILES is CCCC#N.CCCC#N.CCCC#N. The LUMO energy comes out at 0.73 eV. The value obtained for the gap between HOMO and LUMO is 11.85 eV. The value obtained for the energy is -634.04537 hartree.

```
36
C12H21N3, DFT ωB97M-V/def2-TZVPD
N -2.83 -0.88 2.07
N 0.19 0.39 3.12
N -0.18 -0.78 -4.47
C 2.37 1.09 -5.85
C 2.06 -0.43 -5.72
C -2.12 -1.45 4.50
C -2.51 -1.12 3.13
C -2.52 -2.90 4.94
C -4.09 -3.13 5.11
C 1.29 1.58 0.04
C 1.37 3.04 0.53
C 2.53 1.78 -4.55
C 0.16 0.66 0.57
C 0.80 -0.64 -5.04
C 0.13 0.53 2.00
H 1.16 1.58 -1.05
H 1.57 1.59 -6.39
H -1.04 -1.38 4.50
H 0.39 3.54 0.51
H -2.23 -3.18 5.96
H 2.36 2.86 -4.62
H 2.17 3.67 0.13
H -4.23 -4.22 5.11
H 0.41 -0.30 0.14
H -2.46 -0.74 5.25
H 2.30 1.18 0.16
H 2.91 -0.81 -5.14
H -4.51 -2.73 6.03
H 3.24 1.30 -6.48
H 3.52 1.58 -4.15
H -0.84 0.98 0.26
H -4.71 -2.91 4.25
H 1.68 1.43 -3.96
H 1.59 3.24 1.58
H 2.17 -0.77 -6.75
H -2.07 -3.64 4.27
```

=====

[6]
DFT (ωB97M-V/def2-TZVPD) results for a molecular structure, C12H21N3O4PdS.

The net charge is -2. For the energy above the lowest of the compared OMol25 structures with the same formula, charge and spin, the calculation gives 16.6 kcal per mole. Its spin multiplicity is 3. The LUMO energy (alpha / beta) comes out at 5.02 / 5.02 eV. The value obtained for the gap between HOMO and LUMO (alpha / beta) is 5.62 / 5.91 eV. The value obtained for the energy is -1461.12103 hartree.

```
42
C12H21N3O4PdS, DFT ωB97M-V/def2-TZVPD
Pd -0.51 0.22 0.89
S 1.01 1.93 2.13
O 1.37 0.46 2.19
O -0.43 2.03 2.52
O 1.15 2.34 0.70
O 1.87 2.72 3.01
N 2.89 -0.84 0.11
N 1.84 -0.46 -0.78
N -2.08 -0.42 -0.08
C -6.21 0.14 -0.06
C 4.05 1.39 -0.26
C -3.39 -0.18 -0.03
C -3.18 1.23 -2.09
C 4.94 -0.74 -1.22
C -5.58 -0.59 0.95
C -3.55 -1.55 2.08
C 4.18 -0.12 -0.05
C -4.21 -0.76 0.99
C -5.41 0.73 -1.04
C -4.03 0.60 -1.04
C 4.95 -0.37 1.25
H 3.38 1.84 0.47
H -4.25 -1.74 2.90
H 2.08 -0.70 -1.73
H -6.18 -1.04 1.74
H -2.30 1.70 -1.63
H -7.28 0.26 -0.07
H -3.74 1.99 -2.65
H 5.03 1.86 -0.19
H 5.07 -1.81 -1.06
H -3.17 -2.51 1.71
H 4.38 -0.60 -2.16
H 1.64 0.54 -0.71
H -5.87 1.33 -1.82
H 4.42 0.09 2.09
H 2.51 -0.59 1.02
H 5.02 -1.45 1.44
H 5.95 0.05 1.20
H 3.64 1.61 -1.25
H -2.79 0.49 -2.80
H -2.67 -1.01 2.47
H 5.92 -0.27 -1.35
```

=====

[7]
DFT (ωB97M-V/def2-TZVPD) results for 2 unconnected molecules or ions with the total composition C12H21NO7P.

The net charge is -1. For the energy above the lowest of the compared OMol25 structures with the same formula, charge and spin, the calculation gives 172.2 kcal per mole. The LUMO energy comes out at 1.85 eV. The value obtained for the gap between HOMO and LUMO is 6.02 eV. The value obtained for the energy is -1392.49689 hartree.

```
42
C12H21NO7P, DFT ωB97M-V/def2-TZVPD
P -2.97 0.09 -0.19
O -4.09 1.43 -0.47
O -0.08 -2.93 -1.84
O 0.81 0.70 1.00
O -0.57 4.58 -0.04
O 1.31 3.27 0.16
O -1.87 1.31 0.56
O 1.83 -1.94 -1.88
N 1.05 -2.76 -1.44
C 1.51 0.83 -0.20
C 2.07 2.24 -0.46
C -2.02 2.53 -0.10
C 3.20 -4.19 1.25
C -3.54 2.70 -0.30
C 0.51 4.03 -0.72
C 2.34 -5.14 1.79
C -1.37 3.66 0.71
C 2.78 -3.40 0.19
C 0.64 -4.53 0.22
C 1.51 -3.60 -0.31
C 1.07 -5.31 1.28
H -0.12 0.95 0.87
H -3.75 3.33 -1.18
H 0.89 0.52 -1.05
H 2.37 0.16 -0.13
H 0.40 -6.05 1.70
H -3.98 3.19 0.59
H -1.56 2.47 -1.10
H -2.02 -0.97 0.05
H 4.19 -4.05 1.66
H -2.14 4.27 1.19
H 1.08 4.87 -1.12
H 2.67 -5.75 2.63
H -0.36 -4.63 -0.20
H -0.75 3.20 1.49
H -3.58 -0.12 1.10
H 3.10 2.31 -0.10
H -3.89 -0.81 -0.83
H 2.10 2.41 -1.55
H 3.42 -2.65 -0.24
H 0.17 3.38 -1.55
H -2.34 0.40 -1.46
```

=====

[8]
DFT (ωB97M-V/def2-TZVPD) results for 5 unconnected molecules or ions with the total composition C12H22Br2Cl6O2 at a distorted geometry.

Its SMILES is ClC(Cl)Cl.ClC(Cl)Cl.C1CCOC1.C1CCOC1.BrCCBr. The LUMO energy comes out at 0.51 eV. The value obtained for the gap between HOMO and LUMO is 10.01 eV. The value obtained for the energy is -8529.99784 hartree.

```
44
C12H22Br2Cl6O2, DFT ωB97M-V/def2-TZVPD
Br -5.45 -1.68 -1.17
Br -4.40 2.18 1.18
Cl -0.84 0.43 1.17
Cl 2.36 -1.90 -0.21
Cl -1.18 -1.60 -0.73
Cl -2.32 -1.82 2.03
Cl 3.84 -3.40 1.86
Cl 5.21 -1.50 0.11
O 1.99 1.67 4.75
O 0.86 -3.11 -4.66
C -4.45 0.92 -0.26
C 3.84 -2.61 0.25
C 0.64 -0.81 -5.15
C 0.96 -1.85 -4.11
C 0.17 -3.03 -5.97
C -0.34 -1.57 -6.02
C 0.89 2.17 3.97
C -0.96 -1.31 0.97
C 2.27 2.58 5.81
C 0.95 3.69 4.23
C 2.09 3.95 5.09
C -5.26 -0.26 0.26
H 0.95 1.89 2.92
H 1.06 4.26 3.31
H 1.70 2.43 6.72
H 0.90 -3.13 -6.76
H 0.31 -1.88 -3.23
H 0.15 0.07 -4.74
H -3.43 0.83 -0.66
H -0.62 -3.78 -6.04
H 1.55 -0.59 -5.72
H 0.17 3.96 4.94
H -4.92 1.39 -1.13
H 1.91 4.78 5.78
H 2.99 4.24 4.54
H 0.02 -1.74 1.16
H -0.39 -1.08 -6.99
H -6.27 0.06 0.51
H -0.03 1.78 4.42
H 1.93 -1.60 -3.67
H 3.31 2.49 6.12
H -4.78 -0.58 1.19
H -1.33 -1.51 -5.57
H 3.95 -3.42 -0.47
```

=====

Question: Which of these has the highest energy?
Answer: C12H21N3

=====

What did the first record say?
DFT (ωB97M-V/def2-TZVPD) results for a molecular structure, C12H21Br3N6O12 at a distorted geometry.

For the energy above the lowest of the compared OMol25 structures with the same formula, charge and spin, the calculation gives 0.0 kcal per mole. The LUMO energy comes out at -0.54 eV. The value obtained for the gap between HOMO and LUMO is 9.64 eV. The value obtained for the energy is -9422.73448 hartree.

```
54
C12H21Br3N6O12, DFT ωB97M-V/def2-TZVPD
Br 7.54 -8.29 -11.76
Br 10.13 -7.00 -10.49
Br 7.41 -7.09 -8.82
O 11.06 -13.94 -11.59
O 6.05 -10.18 -4.61
O 3.91 -13.69 -11.62
O 5.65 -12.29 -4.42
O 6.04 -13.47 -11.52
O 10.12 -15.06 -10.02
O 13.18 -15.50 -6.97
O 14.23 -10.80 -9.04
O 8.93 -11.23 -9.38
O 14.07 -11.82 -10.92
O 13.26 -13.68 -8.11
O 10.16 -12.12 -7.86
N 12.97 -14.32 -7.12
N 13.59 -11.27 -9.95
N 9.19 -12.10 -8.58
N 11.05 -14.84 -10.78
N 5.03 -13.79 -12.10
N 5.77 -11.27 -5.06
C 5.00 -12.51 -7.06
C 5.80 -10.25 -7.30
C 4.90 -11.38 -9.20
C 12.24 -13.65 -6.02
C 12.30 -15.64 -10.59
C 8.23 -13.24 -8.50
C 5.56 -11.37 -6.51
C 8.50 -8.02 -10.10
C 4.66 -12.49 -8.41
C 5.46 -10.24 -8.64
C 12.11 -11.19 -9.88
C 5.12 -14.36 -13.47
H 11.82 -12.67 -6.23
H 11.77 -12.19 -10.14
H 8.86 -8.92 -9.63
H 4.24 -14.97 -13.60
H 12.83 -15.09 -9.81
H 11.77 -10.78 -8.95
H 11.78 -10.58 -10.72
H 4.75 -13.36 -6.43
H 6.26 -9.38 -6.85
H 12.00 -16.61 -10.22
H 4.76 -11.52 -10.26
H 11.50 -14.37 -5.70
H 7.37 -12.80 -8.01
H 12.86 -15.57 -11.51
H 8.70 -14.05 -7.96
H 7.96 -13.53 -9.51
H 5.78 -9.45 -9.31
H 6.00 -15.00 -13.49
H 4.26 -13.40 -8.84
H 5.11 -13.52 -14.17
H 12.96 -13.59 -5.20
```

=====

Copy entry 8 word for word.
DFT (ωB97M-V/def2-TZVPD) results for 5 unconnected molecules or ions with the total composition C12H22Br2Cl6O2 at a distorted geometry.

Its SMILES is ClC(Cl)Cl.ClC(Cl)Cl.C1CCOC1.C1CCOC1.BrCCBr. The LUMO energy comes out at 0.51 eV. The value obtained for the gap between HOMO and LUMO is 10.01 eV. The value obtained for the energy is -8529.99784 hartree.

```
44
C12H22Br2Cl6O2, DFT ωB97M-V/def2-TZVPD
Br -5.45 -1.68 -1.17
Br -4.40 2.18 1.18
Cl -0.84 0.43 1.17
Cl 2.36 -1.90 -0.21
Cl -1.18 -1.60 -0.73
Cl -2.32 -1.82 2.03
Cl 3.84 -3.40 1.86
Cl 5.21 -1.50 0.11
O 1.99 1.67 4.75
O 0.86 -3.11 -4.66
C -4.45 0.92 -0.26
C 3.84 -2.61 0.25
C 0.64 -0.81 -5.15
C 0.96 -1.85 -4.11
C 0.17 -3.03 -5.97
C -0.34 -1.57 -6.02
C 0.89 2.17 3.97
C -0.96 -1.31 0.97
C 2.27 2.58 5.81
C 0.95 3.69 4.23
C 2.09 3.95 5.09
C -5.26 -0.26 0.26
H 0.95 1.89 2.92
H 1.06 4.26 3.31
H 1.70 2.43 6.72
H 0.90 -3.13 -6.76
H 0.31 -1.88 -3.23
H 0.15 0.07 -4.74
H -3.43 0.83 -0.66
H -0.62 -3.78 -6.04
H 1.55 -0.59 -5.72
H 0.17 3.96 4.94
H -4.92 1.39 -1.13
H 1.91 4.78 5.78
H 2.99 4.24 4.54
H 0.02 -1.74 1.16
H -0.39 -1.08 -6.99
H -6.27 0.06 0.51
H -0.03 1.78 4.42
H 1.93 -1.60 -3.67
H 3.31 2.49 6.12
H -4.78 -0.58 1.19
H -1.33 -1.51 -5.57
H 3.95 -3.42 -0.47
```